Version i
DFT (ωB97M-V/def2-TZVPD) results for one molecule with the formula C3H4Cl2N2.

SMILES: [H]/N=C(Cl)/C(Cl)=N/C
Lowest unoccupied orbital energy, eV: 0.45

ORCA input file:
```
! RIJCOSX wB97M-V def2-TZVPD def2/J DEFGRID3
* xyz 0 1
H 2.76348 0.74798 1.94390
N 1.92911 0.21588 1.65646
C 1.64861 0.14865 0.45134
Cl 2.67022 0.84928 -0.84885
C 0.32466 -0.35354 0.00990
Cl 0.42794 -2.23879 0.05442
N -0.67657 0.30982 -0.29827
C -1.97718 0.15155 -0.61279
H -2.48289 0.98419 -0.31738
H -2.56723 -0.76853 -0.32260
H -2.06016 -0.04649 -1.71613
*
```

=====

Version ii
DFT (ωB97M-V/def2-TZVPD) results for C3H4Cl2N2 as an isolated structure.

Lowest unoccupied orbital energy (spin up / spin down), eV: -0.30 / -0.30

ORCA input file:
```
! RIJCOSX wB97M-V def2-TZVPD def2/J DEFGRID3
* xyz 0 1
C 0.66048 -0.10249 0.18231
C -0.35096 0.66051 -0.18198
C -1.65860 0.12546 -0.40650
N -2.54587 0.97522 -0.44501
N -4.23093 -0.04789 -0.61297
Cl -5.14316 0.93800 0.34083
Cl -3.96721 -1.52926 0.13418
H 1.71206 0.17264 0.33408
H 0.62699 -1.19066 0.38472
H -0.14699 1.73659 -0.55824
H -1.93112 -1.02699 -0.52968
*
```

=====

Short version: version i, version ii, most stable first.